Record 1
Formula: C4H8S
Source: OMol25
Level of theory: ωB97M-V with the def2-TZVPD basis set

Largest force on an atom ... 4.09 eV Å⁻¹
Multiplicity ... 1
SMILES ... C=CCCS
LUMO energy ... 0.988 eV

Last columns: bonded neighbours and bond lengths (Å).
CARTESIAN COORDINATES (ANGSTROEM)
1 C 1.4702 0.6534 1.4908  C2 1.337, H6 1.094, H7 1.092
2 C 0.3303 0.2349 0.9307  C1 1.337, C3 1.503, H8 1.071
3 C 0.1042 -0.7281 -0.2011  C2 1.503, C4 1.587, H9 1.086, H10 1.057
4 C -0.6433 -0.2359 -1.5111  C3 1.587, S5 1.833, H11 1.063, H12 1.106
5 S -2.0921 0.8652 -1.2916  C4 1.833, H13 1.225
6 H 1.4370 1.1726 2.4537  C1 1.094
7 H 2.4686 0.3082 1.2121  C1 1.092
8 H -0.5806 0.6548 1.3065  C2 1.071
9 H 1.0928 -1.1191 -0.4226  C3 1.086
10 H -0.4575 -1.4432 0.3383  C3 1.057
11 H 0.0395 0.2370 -2.1739  C4 1.063
12 H -0.9150 -1.1795 -2.0201  C4 1.106
13 H -2.2541 0.5798 -0.1118  S5 1.225

Record 2
Formula: C4H8S
Source: OMol25
Level of theory: ωB97M-V with the def2-TZVPD basis set

Largest force on an atom ... 5.09 eV Å⁻¹
Multiplicity ... 1
LUMO energy ... -0.335 eV

Last columns: bonded neighbours and bond lengths (Å).
CARTESIAN COORDINATES (ANGSTROEM)
1 C 0.4410 -0.5745 1.2529  C2 1.661, H6 1.069, H7 1.148, S13 2.006
2 C -0.8653 -0.4841 0.2306  C1 1.661, C3 1.488, H8 1.010, H9 1.129
3 C -1.0957 0.6811 -0.6655  C2 1.488, C4 1.554
4 C -2.5974 0.9574 -0.9568  C3 1.554, H11 1.189
5 H 1.6715 1.0057 -0.5976  S13 1.463
6 H 0.2649 0.2175 1.9496  C1 1.069
7 H 0.3830 -1.3812 2.0680  C1 1.148
8 H -1.5835 -0.3736 0.9323  C2 1.010
9 H -1.0180 -1.5576 -0.0822  C2 1.129
10 H 0.3801 1.4714 -0.7931  no bonds
11 H -2.9667 1.9726 -1.4527  C4 1.189
12 H -3.8024 0.1396 -0.7318  no bonds
13 S 1.9610 -0.3108 -0.0287  C1 2.006, H5 1.463

Record 3
Formula: C4H8S
Source: OMol25
Level of theory: ωB97M-V with the def2-TZVPD basis set

Largest force on an atom ... 3.14 eV Å⁻¹
Multiplicity ... 3
⟨S²⟩ ... 2.01
LUMO energy (spin up / spin down) ... 1.006 / -2.394 eV

Last columns: bonded neighbours and bond lengths (Å).
CARTESIAN COORDINATES (ANGSTROEM)
1 C -0.5154 1.1425 -0.1688  C2 1.540, C3 1.532, H6 1.110, H7 1.098
2 C -1.7742 0.3056 0.1229  C1 1.540, C3 1.617, H8 1.128, H9 1.083
3 C -0.2901 -0.2274 0.4789  C1 1.532, C2 1.617, C4 1.462, H10 1.094
4 C 0.1910 -1.4283 -0.2013  C3 1.462, H11 1.089, H12 1.093
5 S 3.0490 0.3539 0.2148  H13 1.250
6 H 0.1203 1.2736 -1.0695  C1 1.110
7 H -0.3917 1.9243 0.5917  C1 1.098
8 H -2.4161 0.6841 0.9697  C2 1.128
9 H -2.1780 -0.3252 -0.6588  C2 1.083
10 H 0.1882 -0.2294 1.4628  C3 1.094
11 H -0.3737 -1.8407 -1.0367  C4 1.089
12 H 0.9911 -1.9979 0.2790  C4 1.093
13 H 3.3995 0.3649 -0.9846  S5 1.250

Record 4
Formula: C4H8S2
Source: OMol25
Level of theory: ωB97M-V with the def2-TZVPD basis set

Largest force on an atom ... 3.70 eV Å⁻¹
Multiplicity ... 1
SMILES ... SC/C=C/CS
LUMO energy ... 0.820 eV

Last columns: bonded neighbours and bond lengths (Å).
CARTESIAN COORDINATES (ANGSTROEM)
1 S 2.5317 -0.8790 0.1096  C2 1.829, H7 1.354
2 C 2.0932 0.8761 -0.1575  S1 1.829, C3 1.499, H8 1.113, H9 1.106
3 C 0.6213 1.1350 -0.2709  C2 1.499, C4 1.365, H10 1.059
4 C -0.2555 0.3515 0.4222  C3 1.365, C5 1.470, H11 1.062
5 C -1.6749 0.7216 0.3244  C4 1.470, S6 1.842, H12 1.028, H13 1.160
6 S -2.8343 -0.5955 -0.2363  C5 1.842, H14 1.337
7 H 2.1982 -1.2697 -1.1431  S1 1.354
8 H 2.5717 1.4440 0.6715  C2 1.113
9 H 2.6026 1.1204 -1.1084  C2 1.106
10 H 0.3476 2.0887 -0.6402  C3 1.059
11 H 0.0005 -0.5773 0.8701  C4 1.062
12 H -2.0529 1.1733 1.1673  C5 1.028
13 H -1.7752 1.5982 -0.4282  C5 1.160
14 H -3.7540 -0.4898 0.7278  S6 1.337

Record 5
Formula: C4H8S3
Source: OMol25
Level of theory: ωB97M-V with the def2-TZVPD basis set

Largest force on an atom ... 1.80 eV Å⁻¹
Multiplicity ... 1
LUMO energy ... 0.026 eV

Last columns: bonded neighbours and bond lengths (Å).
CARTESIAN COORDINATES (ANGSTROEM)
1 C -2.2708 0.2952 0.6879  C2 1.557, H5 1.113, H6 1.075, H7 1.124
2 C -1.8858 -0.4711 -0.6120  C1 1.557, H8 1.085, H9 1.141, S13 1.852
3 C 0.8965 -1.0613 -0.2171  S13 1.720, S14 1.654, S15 1.714
4 C 2.7932 0.9030 -0.0207  H10 1.079, H11 1.107, H12 1.095, S15 1.798
5 H -3.2690 0.7760 0.5874  C1 1.113
6 H -2.3974 -0.3476 1.5404  C1 1.075
7 H -1.4711 1.0594 0.8874  C1 1.124
8 H -1.5773 0.2252 -1.3849  C2 1.085
9 H -2.8018 -1.0562 -0.9606  C2 1.141
10 H 2.9974 0.5863 0.9904  C4 1.079
11 H 3.4679 0.3794 -0.7255  C4 1.107
12 H 2.9316 1.9883 -0.0610  C4 1.095
13 S -0.6390 -1.8195 -0.3751  C2 1.852, C3 1.720
14 S 2.1479 -2.0801 0.1441  C3 1.654
15 S 1.0778 0.6229 -0.4808  C3 1.714, C4 1.798

Record 6
Formula: C4H8S3
Source: OMol25
Level of theory: ωB97M-V with the def2-TZVPD basis set

Largest force on an atom ... 1.91 eV Å⁻¹
Multiplicity ... 1
LUMO energy (spin up / spin down) ... -1.703 / -1.702 eV

Last columns: bonded neighbours and bond lengths (Å).
CARTESIAN COORDINATES (ANGSTROEM)
1 C -0.6862 2.0964 -0.4402  S5 1.769, S6 1.749, S7 1.724
2 C 2.4396 1.6610 0.5289  H8 1.068, H9 1.067, H10 1.068
3 C -0.7966 -1.1157 0.0227  C4 1.514, H11 1.088, H12 1.089, H13 1.088
4 C -1.9160 -0.2699 -0.5471  C3 1.514, S7 1.830, H14 1.089, H15 1.090
5 S -0.4895 2.4725 -2.1579  C1 1.769, S6 2.085
6 S -0.4154 3.8193 -0.5677  C1 1.749, S5 2.085
7 S -2.0421 1.3418 0.3109  C1 1.724, C4 1.830
8 H 2.1564 2.1399 1.4401  C2 1.068
9 H 2.6361 2.2431 -0.3439  C2 1.067
10 H 2.5602 0.6002 0.4999  C2 1.068
11 H -0.7164 -2.0449 -0.5373  C3 1.088
12 H 0.1511 -0.5828 -0.0477  C3 1.089
13 H -0.9912 -1.3519 1.0666  C3 1.088
14 H -2.8885 -0.7408 -0.4101  C4 1.089
15 H -1.7606 -0.0501 -1.6036  C4 1.090

Calculated values (kJ/mol) of relative energy (zero: lowest compared OMol25 entry of this formula, charge and spin) for the records, taken in order: 84.8, 764.3, 81.6, 147.0, 13.0, 511.6.